Record 1
The following is a quantum chemistry calculation of C2H5PSi as an isolated structure, from OMol25.

HOMO in eV: -8.953
Energy relative to the best compared isomer or geometry (same formula, charge and spin) in kJ/mol: 34.67
Gap between HOMO and LUMO in eV: 9.391
Net charge: 0

XYZ file:
```
9
C2H5PSi | OMol25 | wB97M-V/def2-TZVPD
P 1.632 -0.431 0.021
Si -1.165 -0.764 0.074
C 0.129 0.360 -0.709
C 0.133 0.312 0.863
H 0.209 1.020 1.668
H 0.045 1.206 -1.301
H -1.156 -2.250 -0.203
H 2.765 0.842 0.019
H -2.590 -0.296 -0.431
```

These are the Löwdin partial charges, in e, on atoms 1 to 8: number 1, P, carries 0.7677; number 2, Si, carries 0.5790; number 3, C, carries -0.6379; number 4, C, carries -0.6248; number 5, H, carries 0.0310; number 6, H, carries 0.0152; number 7, H, carries -0.0612; number 8, H, carries -0.0315


Record 2
The following is a quantum chemistry calculation of C42H42FIN4OPRbSSe as an isolated structure, from OMol25.

HOMO in eV: -1.078
Energy relative to the best compared isomer or geometry (same formula, charge and spin) in kJ/mol: 0.00
Gap between HOMO and LUMO in eV: 4.585
Net charge: -2

XYZ file:
```
95
C42H42FIN4OPRbSSe | OMol25 | wB97M-V/def2-TZVPD
I -1.672 0.643 -2.945
Rb 2.890 -0.284 -1.175
Se 3.036 1.422 -6.726
S 5.556 -1.776 -1.582
P -1.354 0.601 0.390
F 2.790 1.931 -2.541
O 5.407 -0.871 -0.392
N 2.297 3.111 -4.540
N 4.377 -2.314 -2.261
N 1.347 -2.846 2.200
N 1.396 3.748 -6.457
C -1.203 0.801 3.265
C 0.210 5.810 -5.608
C -4.454 3.092 1.397
C 0.030 6.545 -4.440
C 1.610 -6.579 2.384
C 0.925 -6.920 1.223
C -2.946 4.730 -2.883
C 0.981 3.741 -7.835
C -4.116 -2.427 0.705
C -2.305 2.498 -2.209
C -2.786 1.786 0.195
C 0.252 2.379 4.350
C 1.855 -0.780 3.270
C -2.306 3.500 -3.141
C 0.435 -5.886 0.407
C 2.203 2.806 -5.841
C 3.624 -2.504 3.155
C 0.613 -4.576 0.770
C 0.581 6.123 -3.228
C -2.226 -0.933 0.849
C -3.639 3.881 -0.734
C 0.974 4.657 -5.515
C 2.106 -2.290 3.312
C -0.709 1.379 4.424
C -1.517 -1.911 1.551
C 0.236 2.200 1.955
C -0.745 1.213 2.015
C 1.540 4.236 -4.305
C -3.635 4.896 -1.723
C 1.284 -4.159 1.973
C -2.883 2.690 -0.913
C -2.123 -3.123 1.853
C 1.639 -2.758 4.714
C 0.727 2.787 3.113
C -3.522 -1.208 0.411
C -4.421 4.053 0.434
C 1.340 4.964 -3.140
C -3.423 -3.380 1.440
C 1.792 -5.253 2.751
C -0.281 -6.215 -0.882
C 2.163 -7.666 3.276
C -3.603 1.977 1.279
H -5.121 -2.632 0.354
H 1.883 -1.998 5.465
H 2.665 2.407 -3.549
H 2.097 -3.689 5.041
H 0.555 -2.898 4.710
H -0.388 -7.294 -1.008
H -0.213 6.136 -6.551
H 1.684 -7.655 4.259
H -4.070 -0.469 -0.161
H -5.001 4.964 0.533
H 2.045 -0.385 2.274
H -1.549 -3.876 2.377
H 2.492 -0.251 3.988
H -3.547 1.278 2.104
H 2.347 -5.067 3.657
H 4.179 -2.044 3.980
H -4.191 5.806 -1.528
H 2.004 -8.653 2.836
H 0.407 6.711 -2.335
H -1.062 1.035 5.388
H 1.498 3.544 3.046
H -0.467 -1.772 1.819
H -0.108 3.667 -7.903
H -5.073 3.207 2.278
H 0.810 -0.563 3.511
H -2.913 5.507 -3.634
H 0.251 -3.783 0.122
H -3.885 -4.334 1.666
H 0.647 2.821 5.257
H 3.872 -3.563 3.126
H 1.440 2.876 -8.310
H 3.967 -2.060 2.219
H 1.769 4.623 -2.207
H 3.236 -7.537 3.437
H -1.932 0.003 3.335
H -1.280 -5.770 -0.906
H 0.794 -7.960 0.939
H 0.267 -5.828 -1.745
H -1.840 3.344 -4.106
H -0.552 7.459 -4.472
H 0.626 2.503 0.990
H 1.311 4.651 -8.342
```

These are the Löwdin partial charges, in e, on atoms 1 to 8: number 1, I, carries 0.9552; number 2, Rb, carries 0.7372; number 3, Se, carries 0.4878; number 4, S, carries 0.4760; number 5, P, carries 1.0376; number 6, F, carries -0.4643; number 7, O, carries -0.8044; number 8, N, carries 0.0720


Record 3
The following is a quantum chemistry calculation of one molecule with the formula C5H14OSi2, from OMol25.

HOMO (spin up / spin down) in eV: -5.856 / -10.018
Energy relative to the best compared isomer or geometry (same formula, charge and spin) in kJ/mol: 0.00
Gap between HOMO and LUMO (spin up / spin down) in eV: 6.787 / 7.661
Net charge: 0
Multiplicity: 3

XYZ file:
```
22
C5H14OSi2 | OMol25 | wB97M-V/def2-TZVPD
Si 2.332 0.092 0.770
Si -0.817 0.477 0.031
O 0.926 0.575 0.193
C -1.853 1.382 1.447
C 3.197 -0.853 -0.668
C -2.312 -1.822 0.477
C -1.154 1.132 -1.750
C -1.080 -1.375 0.223
H -1.265 2.181 -1.625
H 3.001 -0.499 -1.606
H -1.950 0.640 -2.101
H 2.802 -1.884 -0.733
H -1.365 2.242 1.706
H -2.553 -2.743 0.128
H -3.073 -1.414 1.108
H -0.376 -2.035 -0.438
H 2.040 -0.842 1.755
H 4.182 -0.799 -0.673
H 2.956 1.214 1.377
H -1.751 0.685 2.350
H -2.821 1.423 1.083
H -0.324 0.951 -2.359
```

These are the Löwdin partial charges, in e, on atoms 1 to 8: number 1, Si, carries 0.4763; number 2, Si, carries 0.5681; number 3, O, carries -0.4055; number 4, C, carries -0.1279; number 5, C, carries -0.1830; number 6, C, carries -0.1013; number 7, C, carries -0.1258; number 8, C, carries -0.2180


Record 4
The following is a quantum chemistry calculation of a 4-piece molecular cluster, C6H18O4 overall, from OMol25.

HOMO in eV: -9.088
Energy relative to the best compared isomer or geometry (same formula, charge and spin) in kJ/mol: 19.75
Gap between HOMO and LUMO in eV: 9.706
Net charge: 0

XYZ file:
```
28
C6H18O4 | OMol25 | wB97M-V/def2-TZVPD
O -1.195 0.868 0.447
O -4.246 0.684 0.470
O -2.383 -1.358 -1.291
O -1.050 3.547 1.545
C -0.151 -1.723 -0.439
C 2.163 -1.360 0.391
C -1.107 -2.022 -1.555
C 1.135 -1.536 -0.706
C 3.011 -0.098 0.247
C 2.207 1.193 0.167
H -4.029 0.140 1.248
H 2.778 2.020 -0.250
H -1.065 3.395 2.497
H -2.798 -1.189 -2.142
H 1.489 -1.391 -1.721
H -3.778 0.252 -0.258
H -0.107 3.624 1.349
H -0.647 -1.496 0.496
H -2.122 1.025 0.234
H 1.811 1.442 1.154
H 2.770 -2.259 0.453
H 3.512 -0.261 -0.717
H -1.343 -3.089 -1.614
H 1.347 1.008 -0.470
H 1.594 -1.390 1.330
H 3.805 -0.081 0.997
H -0.825 1.734 0.667
H -0.774 -1.680 -2.530
```

These are the Löwdin partial charges, in e, on atoms 1 to 8: number 1, O, carries -0.0628; number 2, O, carries -0.0616; number 3, O, carries -0.1044; number 4, O, carries -0.0461; number 5, C, carries -0.1024; number 6, C, carries -0.2202; number 7, C, carries -0.2172; number 8, C, carries -0.1264


Record 5
The following is a quantum chemistry calculation of a 2-piece molecular cluster, C5H14 overall, from OMol25.

HOMO (spin up / spin down) in eV: -14.810 / -14.705
Energy relative to the best compared isomer or geometry (same formula, charge and spin) in kJ/mol: 50.54
Gap between HOMO and LUMO (spin up / spin down) in eV: 11.559 / 3.912
Net charge: +1
Multiplicity: 2

XYZ file:
```
19
C5H14 | OMol25 | wB97M-V/def2-TZVPD
C 0.113 0.377 1.534
C -1.166 -1.820 2.112
C -0.370 -0.963 1.161
C 0.074 0.829 -2.084
C 1.355 1.493 -2.606
H -1.218 -2.839 1.704
H 1.931 0.906 -3.314
H -2.195 -1.471 2.299
H 2.023 1.875 -1.820
H 0.985 0.634 0.951
H 1.024 2.289 -3.235
H -0.642 1.173 1.361
H 0.133 -0.241 -2.396
H 0.001 0.967 -1.010
H 0.382 -1.539 0.574
H 0.386 0.356 2.607
H -0.860 1.193 -2.527
H -1.127 -0.866 0.261
H -0.583 -1.823 3.038
```

These are the Löwdin partial charges, in e, on atoms 1 to 8: number 1, C, carries -0.0439; number 2, C, carries -0.0067; number 3, C, carries -0.2068; number 4, C, carries -0.1589; number 5, C, carries -0.1436; number 6, H, carries 0.1108; number 7, H, carries 0.0687; number 8, H, carries 0.1322


Record 6
The following is a quantum chemistry calculation of an isolated ion of composition C18H17F3NS and charge +1, from OMol25.

HOMO in eV: -12.661
Gap between HOMO and LUMO in eV: 9.147
Net charge: +1

XYZ file:
```
40
C18H17F3NS | OMol25 | wB97M-V/def2-TZVPD
S -2.645 1.206 -3.106
F -0.199 3.067 5.211
F 0.901 1.342 6.051
F -1.178 1.109 5.355
N -0.778 0.849 -1.315
C 2.133 -2.814 -2.380
C 0.685 0.559 0.981
C -1.088 0.740 -2.611
C -0.262 0.237 -3.696
C 1.001 1.859 1.378
C 0.313 0.014 3.326
C 0.894 2.257 2.725
C 0.034 1.724 5.067
C 1.310 -3.865 -1.976
C 0.639 0.219 -0.556
C 0.490 1.343 3.680
C 0.941 -1.281 -0.915
C 0.315 -3.622 -1.027
C 0.426 -0.382 1.997
C -3.078 1.692 -1.422
C 1.965 -1.539 -1.830
C 0.155 -2.346 -0.466
C -1.903 1.338 -0.510
H 1.433 0.795 -0.988
H 0.362 -1.452 1.795
H -3.299 2.761 -1.485
H 1.428 -4.858 -2.436
H -4.012 1.173 -1.189
H 1.386 2.565 0.647
H -2.236 0.565 0.179
H -0.343 -4.443 -0.722
H 1.096 3.295 2.988
H 2.632 -0.744 -2.127
H 0.716 -0.082 -3.364
H -1.644 2.217 0.063
H 2.917 -2.973 -3.117
H -0.787 -0.602 -4.161
H 0.035 -0.697 4.085
H -0.177 1.009 -4.465
H -0.579 -2.235 0.333
```

These are the Löwdin partial charges, in e, on atoms 1 to 8: number 1, S, carries 1.0990; number 2, F, carries 0.1219; number 3, F, carries 0.1359; number 4, F, carries 0.1022; number 5, N, carries 0.0400; number 6, C, carries -0.0568; number 7, C, carries -0.1658; number 8, C, carries -0.5665


Record 7
The following is a quantum chemistry calculation of Cl9Fe2 as an isolated structure, from OMol25.

HOMO (spin up / spin down) in eV: 1.025 / 1.036
Gap between HOMO and LUMO (spin up / spin down) in eV: 3.289 / 1.974
Net charge: -3
Multiplicity: 11

XYZ file:
```
11
Cl9Fe2 | OMol25 | wB97M-V/def2-TZVPD
Fe -1.796 2.764 1.820
Fe -0.047 -0.668 -0.523
Cl 1.626 -3.091 -4.435
Cl 3.228 -0.503 3.183
Cl 0.309 -3.083 -0.512
Cl -0.421 -0.286 -2.952
Cl 2.148 0.197 -0.166
Cl -3.294 -2.538 0.487
Cl -1.227 3.636 -0.555
Cl 0.677 3.172 2.550
Cl -1.203 0.400 1.104
```

These are the Löwdin partial charges, in e, on atoms 1 to 8: number 1, Fe, carries 0.4075; number 2, Fe, carries 0.0062; number 3, Cl, carries -0.9483; number 4, Cl, carries -0.1125; number 5, Cl, carries -0.2061; number 6, Cl, carries -0.2339; number 7, Cl, carries -0.1851; number 8, Cl, carries -0.8657


Record 8
The following is a quantum chemistry calculation of C38H59INO2SSbSr as an isolated structure, from OMol25.

HOMO in eV: -6.876
Energy relative to the best compared isomer or geometry (same formula, charge and spin) in kJ/mol: 76.04
Gap between HOMO and LUMO in eV: 6.843
Net charge: 0

XYZ file:
```
104
C38H59INO2SSbSr | OMol25 | wB97M-V/def2-TZVPD
I -1.897 2.348 3.243
Sb 2.307 0.005 -1.836
Sr -1.071 -0.266 1.243
S -1.586 -1.487 3.626
O -0.519 -1.837 2.681
O 1.154 0.492 3.342
N -5.211 -2.141 0.672
C -2.586 3.826 -2.083
C 3.334 0.869 4.220
C -2.459 -2.526 5.912
C -2.914 -3.862 -2.425
C -2.501 3.578 1.591
C 4.255 -0.523 0.485
C -3.123 4.738 1.957
C -2.261 3.182 0.256
C 2.744 -0.445 -5.011
C -3.784 -3.038 -1.740
C -1.554 -3.705 -2.222
C 2.243 2.460 2.573
C 2.077 -2.473 -3.780
C 0.427 -0.646 -4.121
C -4.362 -1.273 -0.136
C -6.258 -1.391 1.325
C 4.369 2.100 -3.281
C -0.788 -0.835 5.137
C -1.091 -2.732 -1.347
C -3.304 -2.071 -0.858
C 3.130 2.066 -2.403
C -3.402 5.307 -0.337
C -4.446 -2.907 1.626
C -1.934 -1.875 -0.629
C -3.580 5.626 0.976
C -1.714 -1.221 6.279
C 1.981 2.795 -3.083
C -2.755 4.113 -0.717
C 3.728 -2.541 -0.817
C 2.134 1.196 3.374
C -1.934 2.689 -2.462
C -1.922 -3.017 4.580
C 1.894 -0.968 -3.869
C 4.111 -1.075 -0.926
C 3.433 2.760 -1.083
C -1.589 1.981 -0.128
C -1.444 1.800 -1.495
C 5.406 -0.928 -1.705
H 3.365 1.546 5.072
H -3.953 -2.267 2.384
H 1.075 2.735 -2.480
H -2.981 4.525 -2.806
H 2.564 0.612 -5.182
H 2.719 3.250 3.150
H -0.017 -2.632 -1.216
H 5.265 -1.207 -2.747
H 4.182 1.671 -4.258
H -3.269 4.979 3.000
H -6.915 -2.077 1.861
H 2.231 3.849 -3.220
H 3.134 -2.727 -3.720
H 5.032 -1.068 1.026
H 2.856 2.257 1.696
H 2.559 2.723 -0.432
H 4.246 1.011 3.645
H 2.480 -0.975 -5.929
H -3.681 -3.467 1.093
H 6.180 -1.575 -1.290
H 4.280 2.294 -0.584
H 3.769 -3.031 -1.783
H -0.929 0.909 -1.843
H -3.885 -0.484 0.485
H -5.104 -3.605 2.143
H -3.750 5.965 -1.120
H -2.326 -3.288 6.682
H 5.786 0.090 -1.659
H 3.803 -0.606 -4.816
H -3.291 -4.610 -3.109
H 4.685 3.134 -3.429
H -0.861 -4.348 -2.753
H 0.268 0.431 -4.143
H 3.281 -0.152 4.591
H 1.259 2.778 2.237
H 0.190 -1.310 5.181
H -0.209 -1.075 -3.346
H 1.774 2.373 -4.064
H -1.143 -1.339 7.200
H -5.868 -0.647 2.045
H 1.676 -2.947 -4.678
H -2.614 -3.652 4.031
H -3.532 -2.332 5.832
H -0.963 -3.523 4.679
H 0.113 -1.049 -5.086
H -4.064 6.544 1.274
H 3.319 -0.638 1.033
H -2.436 -0.419 6.446
H 4.535 0.528 0.488
H 2.721 -2.644 -0.412
H -0.654 0.241 5.053
H 5.194 1.565 -2.823
H -4.854 -3.144 -1.863
H -6.846 -0.864 0.573
H -1.795 2.464 -3.509
H -5.007 -0.785 -0.875
H 3.687 3.809 -1.249
H 4.418 -3.065 -0.152
H 1.556 -2.885 -2.921
```

These are the Löwdin partial charges, in e, on atoms 1 to 8: number 1, I, carries 0.9609; number 2, Sb, carries 1.5875; number 3, Sr, carries 1.1112; number 4, S, carries 0.8149; number 5, O, carries -0.7280; number 6, O, carries -0.0165; number 7, N, carries -0.2657; number 8, C, carries -0.0572